No. 1
C39H32F2MgN7 | ωB97M-V with the def2-TZVPD basis set

Calculated values
net charge	-1
ΔE to the lowest compared entry with this formula, charge and spin	0.000	eV
HOMO energy	-3.880	eV

Element x y z (Å)
Mg1 -0.46 0.00 -0.90
C1 -2.05 1.19 4.40
C2 -1.45 0.23 3.54
N1 -0.69 0.55 2.54
C3 -0.43 1.86 2.30
C4 -0.96 2.89 3.10
C5 -1.81 2.51 4.17
C6 -0.61 4.24 2.84
C7 0.26 4.52 1.83
C8 0.79 3.49 1.02
C9 0.45 2.17 1.21
N2 0.87 1.15 0.35
C10 2.17 0.83 0.32
C11 3.19 1.32 1.15
C12 4.52 0.94 0.98
C13 4.93 0.07 0.00
C14 3.94 -0.48 -0.86
C15 4.23 -1.35 -1.93
C16 3.23 -1.83 -2.72
C17 1.91 -1.47 -2.43
N3 1.60 -0.67 -1.44
C18 2.58 -0.14 -0.67
H1 -2.69 0.86 5.21
H2 -1.62 -0.83 3.70
H3 -2.24 3.28 4.80
H4 -1.02 5.03 3.46
H5 0.55 5.55 1.63
H6 1.47 3.74 0.21
H7 2.93 2.03 1.93
H8 5.27 1.36 1.65
H9 5.97 -0.19 -0.14
H10 5.27 -1.62 -2.12
H11 3.44 -2.49 -3.56
H12 1.07 -1.84 -3.02
F1 -4.59 -3.65 -0.50
C19 -3.27 -3.45 -0.21
C20 -2.68 -2.25 -0.55
C21 -1.33 -1.97 -0.26
C22 -0.64 -2.99 0.42
C23 -1.27 -4.19 0.73
F2 -0.58 -5.16 1.38
C24 -2.59 -4.46 0.43
C25 0.76 -2.82 0.92
C26 1.84 -3.43 0.29
C27 3.11 -3.25 0.80
C28 3.27 -2.46 1.93
C29 2.14 -1.90 2.50
N4 0.91 -2.09 2.03
H13 -3.31 -1.52 -1.05
H14 -3.06 -5.40 0.69
H15 1.67 -4.02 -0.60
H16 3.97 -3.70 0.32
H17 4.25 -2.26 2.35
H18 2.22 -1.27 3.38
C30 -1.75 3.36 -1.58
C31 -2.43 2.51 -0.57
N5 -2.23 1.24 -0.30
C32 -3.11 0.89 0.69
C33 -3.84 1.97 1.06
N6 -3.40 3.00 0.25
H19 -1.69 2.84 -2.54
H20 -0.73 3.58 -1.27
H21 -2.29 4.30 -1.71
H22 -3.14 -0.11 1.09
H23 -4.61 2.11 1.80
H24 -3.71 3.95 0.25
C34 -2.84 -0.28 -3.41
C35 -1.66 0.56 -3.77
C36 -1.47 1.27 -4.94
C37 -0.22 1.93 -4.80
C38 0.27 1.57 -3.56
C39 1.55 2.06 -2.95
N7 -0.60 0.73 -2.91
H25 -3.55 -0.31 -4.25
H26 -3.38 0.12 -2.54
H27 -2.56 -1.31 -3.17
H28 -2.15 1.31 -5.78
H29 0.26 2.58 -5.51
H30 1.83 3.02 -3.40
H31 2.39 1.37 -3.12
H32 1.46 2.20 -1.87

No. 2
N4O12 | ωB97M-V with the def2-TZVPD basis set

Calculated values
net charge	-4
HOMO energy	5.333	eV

Element x y z (Å)
N1 -0.80 -2.28 -2.29
O1 -0.20 -2.91 -1.37
O2 -0.62 -2.89 -3.41
O3 -1.40 -1.24 -2.07
N2 -1.34 -0.28 1.94
O4 -2.00 0.40 1.13
O5 -1.55 -1.52 2.00
O6 -0.81 0.29 2.91
N3 0.14 3.03 -0.61
O7 0.79 3.59 -1.52
O8 0.62 3.08 0.53
O9 -0.86 2.28 -0.72
N4 1.92 -0.37 0.84
O10 1.33 -0.87 -0.11
O11 3.07 -0.91 1.20
O12 1.71 0.60 1.54

No. 3
C8H15N | ωB97M-V with the def2-TZVPD basis set

Calculated values
net charge	0
ΔE to the lowest compared entry with this formula, charge and spin	1.517	eV
HOMO energy	-8.631	eV
structure (SMILES)	C[C@H]1CCC2(CC2)N1C

Element x y z (Å)
C1 -2.53 0.17 0.68
C2 -1.07 -0.35 0.66
C3 -0.89 -1.31 -0.52
C4 0.65 -1.12 -0.83
C5 1.09 -0.03 0.12
C6 2.46 0.56 -0.06
C7 2.08 -0.32 1.16
N1 -0.06 0.76 0.41
C8 -0.46 1.64 -0.71
H1 -2.62 0.89 1.49
H2 -2.82 0.61 -0.33
H3 -3.14 -0.71 0.91
H4 -0.77 -0.79 1.59
H5 -1.47 -0.94 -1.43
H6 -1.20 -2.38 -0.41
H7 1.29 -2.01 -0.62
H8 0.83 -0.79 -1.85
H9 3.06 0.13 -0.88
H10 2.67 1.60 0.08
H11 2.49 -1.33 1.24
H12 1.96 0.10 2.14
H13 0.33 2.42 -0.72
H14 -0.50 1.10 -1.72
H15 -1.39 2.13 -0.40

No. 4
C4H5NO2 | ωB97M-V with the def2-TZVPD basis set

Calculated values
net charge	0
ΔE to the lowest compared entry with this formula, charge and spin	2.068	eV
HOMO energy	-9.749	eV

Element x y z (Å)
N1 0.32 1.34 1.01
C1 0.18 0.27 0.11
C2 -1.20 -0.02 -0.56
C3 -0.52 -1.03 0.28
O1 0.42 -1.68 -0.63
C4 1.16 -0.51 -0.73
O2 2.17 -0.31 -1.33
H1 0.83 2.12 0.61
H2 0.76 1.09 1.89
H3 -1.92 0.70 -0.19
H4 -1.36 -0.36 -1.59
H5 -0.84 -1.61 1.13

no.,energy (Eh),HOMO-LUMO gap (Eh)
1,-2288.70959,0.2333
2,-1121.01411,0.1992
3,-368.51701,0.3575
4,-360.59340,0.3905